Record 1
Density functional theory data (ωB97M-V/def2-TZVPD) for one molecule with the formula C21H16N4O5S2 at a distorted geometry.

Last column: Mulliken charge in e.
Cartesian coordinates (Å):
O 3.35 3.89 -2.22  -0.600
C 2.63 3.33 -1.43  -0.334
N 1.43 3.90 -1.06  -0.019
C 0.48 3.37 -0.23  0.473
N 0.56 2.23 0.37  0.185
N -0.51 1.96 1.11  -0.936
C -1.43 2.86 1.08  0.395
C -2.72 2.76 1.81  -0.552
C -3.27 1.35 1.70  -0.975
S -3.56 0.96 -0.07  1.464
O -4.98 0.96 -0.30  -0.713
O -2.77 1.87 -0.86  -0.596
C -2.91 -0.70 -0.29  0.093
C -3.77 -1.74 -0.64  -0.783
C -3.26 -3.00 -0.80  -0.933
C -1.88 -3.25 -0.62  0.925
C -1.32 -4.54 -0.79  -0.711
C 0.02 -4.74 -0.61  -0.768
C 0.87 -3.68 -0.25  -0.215
C 0.35 -2.42 -0.08  -0.668
C -1.02 -2.18 -0.26  0.093
C -1.57 -0.89 -0.11  -0.061
S -1.01 4.24 0.10  -0.270
C 2.97 2.02 -0.79  0.401
C 3.55 2.00 0.47  -0.025
C 3.93 0.79 1.03  -0.824
C 3.72 -0.38 0.32  -0.034
N 4.11 -1.64 0.91  1.026
O 4.62 -1.61 2.01  -0.627
O 3.90 -2.65 0.27  -0.637
C 3.15 -0.37 -0.95  -0.262
C 2.78 0.84 -1.50  -0.288
H 1.22 4.78 -1.50  0.260
H -3.43 3.47 1.36  0.368
H -2.58 3.03 2.86  0.346
H -2.56 0.62 2.08  0.460
H -4.23 1.25 2.20  0.492
H -4.82 -1.52 -0.77  0.511
H -3.91 -3.82 -1.07  0.412
H -1.97 -5.35 -1.06  0.396
H 0.44 -5.73 -0.74  0.395
H 1.92 -3.86 -0.11  0.452
H 0.98 -1.59 0.20  0.365
H -0.93 -0.06 0.16  0.365
H 3.71 2.92 1.01  0.466
H 4.37 0.75 2.01  0.507
H 3.01 -1.30 -1.48  0.500
H 2.34 0.87 -2.49  0.480

E_HOMO: -0.3178 hartree
energy above the lowest of the compared OMol25 structures with the same formula, charge and spin: 86.3 kcal per mole

---

Record 2
Density functional theory data (ωB97M-V/def2-TZVPD) for C21H17Br2N4O4 as an isolated structure at a distorted geometry.

Last column: Mulliken charge in e.
Cartesian coordinates (Å):
C 6.42 -2.77 1.36  -0.798
O 5.50 -1.84 1.96  -0.436
C 4.33 -1.45 1.40  0.755
C 3.80 -1.99 0.22  -0.594
C 2.65 -1.41 -0.34  -0.513
C 1.98 -0.32 0.28  0.863
C 0.90 0.58 -0.36  0.016
C 0.84 0.41 -1.87  0.020
C -0.36 0.78 -2.52  0.347
C -0.41 1.17 -3.84  -0.569
Br -1.98 1.93 -4.57  -0.213
C 0.79 1.14 -4.72  0.628
O 0.83 1.62 -5.86  -0.773
C 1.97 0.53 -4.08  -0.687
Br 3.58 0.60 -5.04  -0.208
C 1.94 0.11 -2.76  -0.273
C 2.43 0.04 1.55  -0.295
C 3.57 -0.48 2.11  -1.118
H 7.31 -2.75 1.99  0.238
H 6.00 -3.78 1.36  0.316
H 6.70 -2.47 0.34  0.339
H 4.29 -2.82 -0.29  0.385
H 2.34 -1.79 -1.31  0.768
H 1.09 1.66 -0.14  0.459
H -1.29 0.78 -1.95  -0.093
H 2.84 -0.42 -2.47  0.449
H 1.92 0.83 2.12  -0.086
H 3.97 -0.14 3.07  0.396
C -5.53 -0.93 -0.39  -1.093
N -4.43 -0.30 0.30  0.052
C -4.89 0.42 1.40  0.421
O -6.08 0.44 1.70  -0.677
N -3.95 1.12 2.13  0.050
C -4.46 1.97 3.20  -0.993
C -2.63 1.04 1.75  1.236
C -2.14 0.42 0.60  -0.035
C -3.11 -0.23 -0.26  0.272
O -2.91 -0.69 -1.40  -0.681
N -0.75 0.69 0.53  -0.199
C -0.53 1.44 1.65  -0.312
N -1.62 1.67 2.41  -0.779
H -5.17 -1.55 -1.20  0.353
H -6.12 -1.53 0.31  0.317
H -6.24 -0.18 -0.77  0.319
H -3.61 2.47 3.68  0.369
H -5.17 2.72 2.79  0.287
H -5.03 1.38 3.95  0.268
H 0.42 1.86 1.95  0.502

E_HOMO: -0.1398 hartree
total charge: -1

---

Record 3
Density functional theory data (ωB97M-V/def2-TZVPD) for one molecule with the formula C21H17BrN2O2.

Last column: Mulliken charge in e.
Cartesian coordinates (Å):
C -2.46 -2.46 -2.14  -1.455
C -2.14 -2.70 -0.70  0.695
C -1.69 -3.94 -0.28  -0.682
C -1.36 -4.18 1.05  -0.612
C -1.49 -3.17 1.98  -0.772
C -1.93 -1.92 1.58  -0.246
C -2.26 -1.68 0.25  0.601
C -2.74 -0.32 -0.14  0.161
O -3.74 -0.09 -0.77  -0.652
N -1.87 0.64 0.30  0.048
C -1.97 2.02 0.13  0.311
C -3.22 2.64 0.07  -0.483
C -3.34 4.00 -0.12  -0.737
C -2.20 4.78 -0.26  -0.703
C -0.96 4.18 -0.21  -0.483
C -0.82 2.81 -0.01  0.476
N 0.50 2.30 -0.05  -0.097
C 1.07 1.30 0.65  0.400
O 0.52 0.62 1.50  -0.684
C 2.50 1.06 0.27  0.300
C 3.46 2.06 0.40  -0.249
C 4.79 1.80 0.12  -0.694
C 5.17 0.54 -0.31  -0.505
C 4.23 -0.46 -0.46  -0.603
C 2.90 -0.20 -0.16  0.051
Br 1.61 -1.59 -0.41  -0.092
H -1.66 -1.87 -2.60  0.265
H -3.38 -1.90 -2.24  0.322
H -2.54 -3.40 -2.68  0.442
H -1.58 -4.74 -1.00  0.373
H -1.01 -5.16 1.35  0.396
H -1.24 -3.35 3.02  0.407
H -2.04 -1.13 2.31  0.531
H -1.05 0.33 0.81  0.396
H -4.10 2.02 0.16  0.447
H -4.32 4.45 -0.17  0.395
H -2.28 5.84 -0.42  0.377
H -0.07 4.78 -0.33  0.359
H 1.12 2.85 -0.64  0.349
H 3.16 3.03 0.75  0.459
H 5.52 2.58 0.23  0.393
H 6.21 0.34 -0.54  0.373
H 4.52 -1.45 -0.80  0.424

E_HOMO: -0.3109 hartree
energy above the lowest of the compared OMol25 structures with the same formula, charge and spin: 0.3 kcal per mole

---

Record 4
Density functional theory data (ωB97M-V/def2-TZVPD) for one molecule with the formula C21H17BrN6O2S at a distorted geometry.

Last column: Mulliken charge in e.
Cartesian coordinates (Å):
C 1.54 4.66 1.13  -1.321
C 1.94 3.20 1.12  -0.078
C 0.83 2.32 1.69  -1.342
N 1.21 0.92 1.73  0.041
C 1.64 0.35 2.91  0.588
O 1.68 0.98 3.94  -0.698
C 2.04 -1.07 2.81  0.035
C 2.49 -1.71 3.96  -0.517
C 2.88 -3.03 3.92  -0.683
C 2.84 -3.73 2.72  -0.740
C 2.41 -3.11 1.56  -0.722
C 2.00 -1.79 1.60  1.327
N 1.55 -1.10 0.49  0.306
C 1.34 -1.40 -0.84  0.359
S 1.58 -2.95 -1.58  -0.290
C 0.75 -2.64 -3.18  -0.668
C -0.68 -2.39 -2.95  0.736
N -1.62 -3.25 -2.68  -0.731
N -2.74 -2.56 -2.47  -0.239
C -2.45 -1.30 -2.61  0.757
C -3.29 -0.13 -2.40  0.479
C -2.65 1.08 -2.13  -0.446
C -3.40 2.22 -1.89  -0.710
C -4.79 2.16 -1.91  -0.490
C -5.42 0.96 -2.18  -0.371
C -4.68 -0.18 -2.42  -0.182
Br -5.60 -1.79 -2.80  -0.151
O -1.15 -1.13 -2.93  -0.268
N 0.90 -0.35 -1.47  -0.385
N 0.79 0.67 -0.60  -0.668
C 1.17 0.23 0.56  0.547
H 1.33 5.00 2.14  0.335
H 2.34 5.28 0.72  0.379
H 0.65 4.81 0.52  0.311
H 2.16 2.87 0.10  0.302
H 2.84 3.06 1.73  0.281
H -0.07 2.41 1.07  0.334
H 0.60 2.61 2.72  0.548
H 2.51 -1.14 4.88  0.481
H 3.22 -3.53 4.82  0.408
H 3.15 -4.76 2.68  0.425
H 2.38 -3.66 0.63  0.290
H 1.22 -1.77 -3.64  0.286
H 0.90 -3.55 -3.76  0.463
H -1.57 1.12 -2.09  0.443
H -2.90 3.15 -1.68  0.434
H -5.37 3.05 -1.73  0.382
H -6.50 0.91 -2.21  0.423

E_HOMO: -0.3125 hartree

---

Record 5
Density functional theory data (ωB97M-V/def2-TZVPD) for C21H17Cl5F5N2O4PSV as an isolated structure at a distorted geometry.

Last column: Mulliken charge in e.
Cartesian coordinates (Å):
V -0.71 1.09 0.39  -0.472
Cl -3.00 0.40 -0.49  -0.148
C -3.24 0.75 1.17  0.993
C -2.07 1.18 1.77  -1.007
C -2.13 1.61 3.09  0.444
Cl -0.69 2.26 3.76  -0.115
C -3.33 1.54 3.81  0.189
Cl -3.39 2.04 5.45  -0.163
C -4.48 1.05 3.18  0.498
Cl -5.96 0.98 4.05  -0.155
C -4.45 0.65 1.84  -0.074
Cl -5.85 0.04 1.06  -0.180
F 3.20 6.03 -0.81  -0.290
C 2.64 4.92 -0.35  0.546
C 3.41 3.76 -0.19  0.243
F 4.70 3.77 -0.53  -0.283
C 2.83 2.60 0.28  -0.442
F 3.53 1.46 0.36  -0.337
C 1.46 2.54 0.60  0.907
O 0.90 1.43 0.97  -0.399
C 0.71 3.70 0.38  0.274
F -0.64 3.56 0.56  -0.289
C 1.27 4.88 -0.07  0.009
F 0.52 5.96 -0.26  -0.276
C 1.99 -2.41 0.33  -0.866
O 1.10 -1.32 -0.01  0.395
P -0.31 -1.11 0.70  1.303
O -1.15 -2.33 0.10  -0.375
C -2.41 -2.73 0.64  -0.929
O -0.16 -1.67 2.19  -0.380
C 0.40 -0.95 3.29  -0.779
H 2.06 -2.54 1.41  0.332
H 2.96 -2.13 -0.07  0.167
H 1.64 -3.33 -0.13  0.260
H -2.39 -3.81 0.76  0.300
H -3.20 -2.46 -0.06  0.316
H -2.60 -2.26 1.61  0.427
H -0.40 -0.59 3.93  0.277
H 1.01 -0.10 2.96  0.289
H 1.02 -1.66 3.84  0.314
C 3.42 -1.56 -3.29  -1.490
C 1.96 -1.37 -3.08  0.906
C 1.00 -2.32 -3.33  -1.074
C -0.35 -2.02 -3.04  1.189
N -0.69 -0.85 -2.53  -0.138
C 0.22 0.08 -2.34  -0.049
S -0.20 1.64 -1.86  -0.529
N 1.55 -0.17 -2.61  0.163
C -1.43 -3.00 -3.28  -1.205
H 3.64 -2.59 -3.56  0.383
H 3.97 -1.30 -2.39  0.366
H 3.77 -0.90 -4.08  0.391
H 1.28 -3.28 -3.73  0.425
H 2.23 0.56 -2.42  0.243
H -1.06 -3.90 -3.76  0.383
H -2.20 -2.54 -3.89  0.349
H -1.89 -3.26 -2.33  0.162

<S²>: 2.022
E_HOMO (alpha / beta): -0.4163 / -0.4261 hartree
multiplicity: 3
energy above the lowest of the compared OMol25 structures with the same formula, charge and spin: 33.0 kcal per mole
total charge: +1

---

no.,E_tot (eV)
1,-59901.996
2,-176288.516
3,-99172.138
4,-115966.362
5,-155229.428